C42H35BBrF4N3O9P2SW as an isolated structure in a non-equilibrium geometry, computed with ωB97M-V/def2-TZVPD.

Each line ends with the Löwdin charge.
Element x y z (Å)
W 0.45 0.05 -0.57  1.81
C -5.54 1.03 5.71  -0.42
S -4.14 0.56 6.75  0.80
C -2.80 1.30 5.79  -0.51
C -2.45 0.51 4.54  -0.26
C -1.37 1.23 3.74  -0.23
N -1.01 0.59 2.46  -0.42
P -1.97 0.55 1.05  1.06
C -2.93 2.09 1.23  -0.32
C -4.27 2.05 1.65  -0.10
C -4.99 3.21 1.84  -0.07
C -4.40 4.44 1.60  -0.07
C -3.08 4.50 1.17  -0.06
C -2.35 3.34 0.98  -0.08
C -3.21 -0.75 1.20  -0.37
C -3.19 -1.72 2.20  -0.10
C -4.11 -2.75 2.19  -0.06
C -5.05 -2.84 1.17  -0.07
C -5.06 -1.90 0.15  -0.06
C -4.14 -0.86 0.17  -0.10
P 0.49 -0.09 2.14  1.01
C 0.63 -1.47 3.32  -0.29
C 0.17 -2.76 3.06  -0.07
C 0.14 -3.71 4.07  -0.05
C 0.57 -3.39 5.34  -0.07
C 1.04 -2.12 5.62  -0.07
C 1.08 -1.17 4.61  -0.09
C 1.79 1.04 2.67  -0.36
C 3.10 0.56 2.77  -0.09
C 4.14 1.43 3.06  -0.06
C 3.88 2.78 3.24  -0.07
C 2.58 3.26 3.13  -0.06
C 1.54 2.39 2.85  -0.09
H -6.44 0.63 6.18  0.03
H -5.46 0.60 4.71  0.02
H -5.63 2.11 5.65  0.04
H -1.95 1.36 6.46  0.08
H -3.09 2.32 5.53  0.08
H -3.34 0.39 3.92  0.08
H -2.12 -0.49 4.81  0.11
H -0.47 1.30 4.34  0.11
H -1.70 2.25 3.53  0.11
H -4.74 1.09 1.84  0.10
H -6.02 3.16 2.17  0.11
H -4.96 5.36 1.74  0.11
H -2.61 5.45 0.97  0.11
H -1.33 3.41 0.65  0.07
H -2.44 -1.68 2.98  0.08
H -4.09 -3.50 2.97  0.11
H -5.76 -3.66 1.16  0.10
H -5.77 -1.97 -0.66  0.11
H -4.15 -0.14 -0.65  0.07
H -0.19 -3.03 2.08  0.08
H -0.21 -4.71 3.84  0.11
H 0.54 -4.14 6.13  0.11
H 1.39 -1.86 6.61  0.11
H 1.47 -0.18 4.84  0.10
H 3.31 -0.49 2.62  0.12
H 5.15 1.06 3.14  0.11
H 4.69 3.46 3.46  0.11
H 2.38 4.32 3.26  0.11
H 0.54 2.78 2.73  0.10
O 0.84 4.05 0.36  0.12
C 1.09 2.97 -0.09  -0.51
O 0.22 1.92 0.03  -0.31
C 2.24 2.55 -0.88  -0.08
C 3.06 3.39 -1.57  0.09
C 3.89 2.87 -2.60  -0.13
C 3.76 1.59 -3.06  0.12
C 2.88 0.75 -2.38  -0.12
C 2.26 1.13 -1.14  -0.37
O 2.33 0.24 -0.10  -0.20
N 2.43 -0.44 -2.86  -0.26
O 2.91 -1.10 -3.74  0.14
O 1.31 -0.84 -2.29  -0.12
N 4.79 3.78 -3.29  -0.37
O 5.34 3.39 -4.30  0.07
O 4.94 4.89 -2.80  0.07
H 3.04 4.46 -1.38  0.14
H 4.27 1.26 -3.96  0.14
F 1.02 -1.92 -0.12  -0.11
B -0.12 -2.95 -0.41  -1.21
F -0.35 -2.97 -1.74  0.21
F 0.29 -4.12 0.15  0.20
F -1.17 -2.34 0.29  0.11
Br -4.54 2.42 -2.24  0.85
C -2.79 3.00 -2.65  -0.59
C -2.58 4.37 -2.74  -0.12
C -1.31 4.86 -3.00  -0.05
C -0.24 3.99 -3.16  -0.05
C -0.45 2.63 -3.05  -0.02
C -1.72 2.11 -2.79  -0.16
C -1.90 0.63 -2.63  -0.51
O -2.80 -0.02 -3.07  0.13
O -0.97 0.09 -1.82  -0.24
H -3.42 5.04 -2.60  0.10
H -1.16 5.93 -3.06  0.11
H 0.75 4.37 -3.37  0.11
H 0.38 1.95 -3.18  0.12

## Properties
LUMO	-0.06146	Eh
E_HOMO	-8.420	eV